84
Properties=species:S:1:pos:R:3:mulliken_charge:R:1 method="wB97M-V/def2-TZVPD" energy_ha=-5742.3744 total_charge=+2 max_force_ev_per_a=2.22 gap_ha="0.135 / 0.135" molar_mass_g_mol=983.905
Os -0.338 -0.298 0.239 1.700
C 2.809 -0.981 -0.248 -0.846
O 1.787 0.043 -0.096 0.155
C 2.243 1.372 -0.051 1.126
C 3.573 1.713 0.035 -0.663
C 3.901 3.065 0.081 -0.610
Br 5.710 3.548 0.196 -0.127
C 2.924 4.041 0.044 -0.906
C 1.576 3.685 -0.048 0.594
C 1.261 2.338 -0.097 0.214
O -0.086 1.901 -0.162 -1.355
C 0.582 4.767 -0.041 0.112
N 0.881 5.962 0.373 -0.664
C -0.281 6.700 0.262 0.576
C -0.523 8.041 0.569 -0.787
C -1.779 8.537 0.309 -0.532
C -2.792 7.728 -0.239 -0.498
C -2.574 6.403 -0.547 -0.991
C -1.307 5.900 -0.263 0.792
N -0.732 4.658 -0.445 0.194
H 3.401 -0.770 -1.136 0.484
H 2.301 -1.929 -0.362 0.055
H 3.436 -1.005 0.640 0.406
H 4.357 0.972 0.072 0.567
H 3.173 5.091 0.087 0.664
H -0.499 2.159 0.691 0.471
H 0.252 8.650 1.014 0.458
H -2.001 9.571 0.533 0.402
H -3.770 8.154 -0.417 0.401
H -3.346 5.797 -1.003 0.389
H -1.164 3.871 -0.894 0.032
C -1.241 1.294 -6.101 -1.476
C -1.674 0.786 -4.761 0.830
C -0.815 0.004 -3.979 -1.272
C -1.258 -0.549 -2.795 0.649
C -2.563 -0.302 -2.365 0.123
C -3.415 0.518 -3.090 -0.542
C -2.958 1.055 -4.282 -0.784
S -3.131 -1.161 -0.964 1.123
O -2.588 -2.481 -0.926 -0.504
O -4.497 -0.904 -0.679 -0.668
N -2.194 -0.305 0.275 -0.176
C -2.943 0.288 1.359 -0.375
C -1.959 0.921 2.338 0.374
O -2.326 1.533 3.288 -0.529
O -0.672 0.766 1.981 -0.854
H -0.227 0.982 -6.340 0.372
H -1.295 2.382 -6.147 0.369
H -1.904 0.909 -6.877 0.376
H 0.187 -0.206 -4.332 0.419
H -0.626 -1.241 -2.241 -0.066
H -4.420 0.707 -2.735 0.582
H -3.622 1.677 -4.869 0.496
H -3.526 -0.475 1.887 0.449
H -3.661 1.034 1.010 0.452
C 4.325 -3.889 2.325 -1.460
C 2.970 -4.099 2.993 -0.009
S 2.282 -5.643 2.394 1.160
O 3.023 -6.734 2.943 -0.663
O 2.139 -5.510 0.960 -0.606
C 0.625 -5.685 3.118 -0.885
C -0.546 -5.451 2.168 -1.076
N -0.355 -4.335 1.222 0.419
C -0.439 -3.041 1.530 0.955
N -0.048 -2.299 0.470 0.867
C 0.289 -3.178 -0.544 -0.403
C 0.098 -4.420 -0.083 -1.354
N 0.286 -5.628 -0.868 1.277
O -0.197 -6.652 -0.451 -0.646
O 0.890 -5.466 -1.899 -0.624
C -0.904 -2.528 2.841 -1.697
H 4.754 -2.936 2.631 0.397
H 4.227 -3.909 1.240 0.356
H 5.012 -4.682 2.614 0.400
H 2.249 -3.319 2.732 -0.002
H 3.059 -4.192 4.075 0.455
H 0.657 -4.960 3.933 0.426
H 0.534 -6.685 3.541 0.544
H -1.434 -5.244 2.763 0.482
H -0.730 -6.333 1.567 0.549
H 0.666 -2.902 -1.513 0.972
H -1.828 -3.030 3.134 0.459
H -1.084 -1.459 2.794 0.225
H -0.164 -2.708 3.623 0.305